Below is an isolated ion of composition C31H35NO3P and charge +1 at a distorted geometry, with properties calculated with the ωB97M-V functional and the def2-TZVPD basis.

XYZ file:
```
71
Properties=species:S:1:pos:R:3:forces:R:3
C -0.492909 1.731441 -3.391738 0.113 -0.040 -0.291
N -0.070488 2.391696 -2.191863 -0.612 -0.427 0.947
C 0.051717 3.838010 -2.275856 0.123 0.260 0.038
C 0.586172 1.540234 -1.222525 1.251 0.939 -0.881
C 1.485604 2.305514 -0.208556 -0.532 -0.801 -0.277
C 1.002598 3.227518 0.722624 0.158 0.271 0.306
C 1.889141 3.960120 1.522537 -0.379 -0.247 -0.293
C 3.265906 3.853347 1.314310 0.186 -0.178 0.029
C 4.265837 4.763010 1.970638 0.274 0.285 0.164
C 3.738848 2.859725 0.458509 -0.171 -0.210 -0.101
C 2.853301 2.038986 -0.244943 0.221 0.298 -0.084
H -1.244259 2.346310 -3.889338 -0.054 -0.220 -0.009
H 0.317312 1.550207 -4.110970 0.117 -0.041 0.011
H -0.932754 0.759141 -3.158507 0.047 0.001 -0.092
H -0.494131 4.115294 -3.180750 0.032 0.126 0.214
H -0.406618 4.366560 -1.436730 -0.019 -0.166 0.008
H 1.066432 4.248381 -2.393226 -0.001 -0.413 0.056
H 1.280372 0.894842 -1.792356 0.480 0.214 -0.009
H -0.073675 3.335001 0.885161 0.380 0.210 -0.283
H 1.505889 4.604853 2.319364 0.092 -0.043 -0.454
H 5.266960 4.529200 1.586445 -0.209 0.111 0.213
H 4.062841 5.814733 1.723003 -0.012 -0.272 0.092
H 4.295928 4.684385 3.068990 -0.136 -0.064 -0.358
H 4.821230 2.746681 0.343868 -0.427 -0.122 0.015
H 3.240807 1.204213 -0.838426 -0.118 0.457 0.006
C -6.818868 -1.566295 -1.345620 0.190 0.081 0.262
O -6.072394 -1.463875 -0.124242 0.772 0.236 -0.232
C -4.786374 -1.042125 -0.236439 0.001 -0.016 -0.216
C -3.971761 -1.112814 0.921119 -0.466 -0.015 -0.748
C -2.650511 -0.718811 0.845252 0.503 0.272 -0.211
C -2.084428 -0.210881 -0.358460 -0.665 -0.087 -0.413
P -0.280538 0.015791 -0.575192 -1.511 -2.456 1.949
C 0.292115 -0.305820 1.108045 -0.242 0.017 0.496
C 0.649581 -1.589556 1.586975 0.030 0.391 -0.461
C 0.881435 -1.813780 2.926309 -0.154 0.548 0.740
C 0.757050 -0.739702 3.841966 -0.195 0.281 0.176
O 0.934562 -1.015302 5.165405 -0.217 0.641 -0.671
C 0.560909 0.037448 6.087477 0.261 -0.409 -0.393
C 0.366494 0.543872 3.378483 -0.121 -0.665 0.650
C 0.045513 0.700561 2.047917 0.337 -0.014 -0.291
C 0.172861 -1.582003 -1.369464 0.527 -0.168 -0.288
C 1.537858 -1.863606 -1.573891 -0.459 0.307 -0.147
C 1.976261 -3.100225 -2.023829 -0.268 -0.632 0.048
C 1.035890 -4.145408 -2.210802 0.240 0.014 0.085
O 1.380934 -5.404570 -2.600277 0.181 0.903 0.325
C 2.792084 -5.701696 -2.682305 -0.505 0.169 -0.060
C -0.331864 -3.917520 -1.918739 0.917 -0.119 -0.057
C -0.737212 -2.667126 -1.493682 -0.018 0.559 0.010
C -2.902788 -0.220828 -1.506494 0.562 0.265 0.459
C -4.231280 -0.598700 -1.460720 -0.286 -0.308 0.350
H -7.774589 -1.982399 -1.044394 -0.015 0.003 -0.181
H -6.947426 -0.582543 -1.805751 -0.121 -0.061 0.111
H -6.300513 -2.218915 -2.055810 -0.177 -0.061 0.131
H -4.391565 -1.532398 1.838328 0.151 0.205 -0.320
H -2.031809 -0.872989 1.728453 -0.125 0.240 -0.221
H 0.680642 -2.440689 0.912323 0.170 0.205 0.029
H 1.096671 -2.813164 3.308103 -0.002 0.348 -0.120
H 0.699859 -0.409032 7.067349 -0.067 0.164 0.019
H 1.211015 0.911661 5.961163 -0.054 -0.210 0.115
H -0.482193 0.336562 5.926744 0.170 -0.151 0.114
H 0.228797 1.391231 4.058232 0.011 -0.520 -0.279
H -0.433024 1.627965 1.746193 0.270 -0.253 0.057
H 2.284880 -1.110960 -1.324851 -0.073 -0.066 -0.222
H 3.047645 -3.270933 -2.168605 -0.536 0.090 0.047
H 2.823954 -6.767327 -2.891030 0.178 0.085 0.016
H 3.260070 -5.131427 -3.492132 -0.083 -0.155 0.056
H 3.294539 -5.466339 -1.737410 -0.115 -0.161 -0.103
H -1.023969 -4.759954 -1.978868 0.190 0.346 -0.020
H -1.777482 -2.557368 -1.197251 0.167 0.147 -0.198
H -2.457968 0.019233 -2.469799 -0.329 0.078 0.193
H -4.805126 -0.596649 -2.389442 0.169 0.009 0.447
```
Forces are in eV/Å.

Output
- E (hartree) = -1823.8126
- HOMO (eV) = -11.0
- net charge = +1
- Kohn-Sham gap (eV) = 8.8086